# 1
Entry from the Open Molecules 2025 dataset: one molecule with the formula C3H5N3OS in a non-equilibrium geometry (ωB97M-V/def2-TZVPD).

The SMILES is ONc1n[nH]cc1S. The lowest unoccupied orbital energy is 0.780 eV. As for the net charge: 0. As for the spin multiplicity: 1. For the frontier orbital gap, the calculation gives 9.70 eV.

Structure (XYZ):
```
13
Properties=species:S:1:pos:R:3:forces:R:3
O -1.525079 1.801221 -0.560849 -0.1 -0.1 0.0
N -0.549157 1.695872 0.482288 0.0 0.3 -0.1
C 0.380610 0.679458 0.183086 -0.2 1.5 0.0
N 1.671390 0.990206 0.101270 -0.9 -1.2 0.1
N 2.227040 -0.231396 -0.107675 1.4 0.8 -0.1
C 1.347146 -1.226819 -0.204379 0.4 -1.0 -0.2
C 0.101225 -0.684795 0.000568 0.1 -0.1 0.0
S -1.452261 -1.501007 0.015116 0.0 -0.1 0.7
H -2.351561 1.452759 -0.187330 0.5 0.1 0.1
H -0.065493 2.603001 0.471041 -0.3 -0.6 0.0
H 3.241217 -0.249740 -0.177020 -0.6 -0.3 -0.1
H 1.674183 -2.247425 -0.433458 -0.3 0.5 0.2
H -1.480331 -1.742101 1.364868 -0.1 0.1 -0.7
```
Forces are in eV/Å.

Atomic partial charges in e from the Löwdin method, atoms 1 to 4: -0.0843 -0.0212 -0.3895 0.1028

***

# 2
Entry from the Open Molecules 2025 dataset: one molecule with the formula C3H5N3OS in a non-equilibrium geometry (ωB97M-V/def2-TZVPD).

The SMILES is Cn1nc(N)sc1=O. The lowest unoccupied orbital energy is 0.583 eV. As for the net charge: 0. As for the spin multiplicity: 1. For the frontier orbital gap, the calculation gives 9.38 eV.

Structure (XYZ):
```
13
Properties=species:S:1:pos:R:3:forces:R:3
C -1.920915 0.806453 0.451259 2.1 -1.5 -0.9
N -0.538762 0.222575 0.499618 0.0 -0.8 -0.5
N 0.050839 -0.061996 -0.732640 -1.4 1.3 0.1
C 1.193102 -0.588540 -0.643805 0.7 -0.1 1.0
N 1.953097 -0.759373 -1.768860 1.1 -2.2 2.6
S 1.780117 -1.061217 0.930352 -2.0 0.9 0.6
C 0.031646 -0.297576 1.583279 1.1 0.0 0.9
O -0.370289 -0.216327 2.711750 0.6 -0.5 -0.3
H -2.013259 1.669272 1.065283 0.1 0.6 0.6
H -1.789116 1.073626 -0.593550 -1.6 0.3 -0.2
H -2.643364 0.024110 0.717100 0.0 0.4 -0.4
H 1.443282 -0.495045 -2.509724 -2.0 1.2 -3.5
H 2.823622 -0.315962 -1.710061 1.4 0.5 0.0
```
Forces are in eV/Å.

Atomic partial charges in e from the Löwdin method, atoms 1 to 4: 0.0278 -0.1691 0.0580 -0.7894

***

# 3
Entry from the Open Molecules 2025 dataset: one molecule with the formula C3H5N3OS in a non-equilibrium geometry (ωB97M-V/def2-TZVPD).

The SMILES is Nn1cc(S)c(O)n1. The lowest unoccupied orbital energy is 0.813 eV. As for the net charge: 0. As for the spin multiplicity: 1. For the frontier orbital gap, the calculation gives 8.91 eV.

Structure (XYZ):
```
13
Properties=species:S:1:pos:R:3:forces:R:3
N -2.914094 -0.702806 0.000606 1.3 -0.8 0.7
N -1.588969 -0.296017 0.001310 0.5 -0.7 0.0
C -0.529876 -1.146573 -0.002869 0.1 1.0 0.0
C 0.608492 -0.359753 -0.007127 -0.7 0.3 0.1
S 2.287920 -0.858273 0.002846 -0.1 -0.3 0.0
C 0.087916 0.961999 0.000114 0.3 -0.4 0.0
O 0.859666 2.079047 -0.001778 -0.4 -0.4 0.0
N -1.233800 1.000504 0.000970 0.5 0.0 0.0
H -3.326555 -0.326127 -0.800245 -1.0 0.6 -1.5
H -3.335251 -0.307022 0.807570 -0.6 0.3 0.8
H -0.666814 -2.203142 -0.001572 -0.1 -0.4 0.0
H 2.765512 0.378278 -0.003940 0.1 0.3 0.0
H 0.237907 2.812200 0.005965 0.0 0.4 0.0
```
Forces are in eV/Å.

Atomic partial charges in e from the Löwdin method, atoms 1 to 4: 0.1135 -0.2684 -0.0637 -0.5673

***

# 4
Entry from the Open Molecules 2025 dataset: one molecule with the formula C3H5N3OS in a non-equilibrium geometry (ωB97M-V/def2-TZVPD).

The lowest unoccupied orbital energy (spin up / spin down) is 0.277 / 0.278 eV. As for the net charge: 0. As for the spin multiplicity: 1. For the frontier orbital gap (spin up / spin down), the calculation gives 8.51 / 8.51 eV.

Structure (XYZ):
```
13
Properties=species:S:1:pos:R:3:forces:R:3
C -2.817121 -1.188157 1.410992 2.0 1.4 -0.1
C -0.157961 1.791466 0.083164 -0.3 0.7 -0.1
C 1.764889 1.187693 -1.129332 -2.3 -0.7 0.3
N -2.153257 -1.173347 0.330379 1.1 -1.3 0.1
N -0.674775 0.654647 0.043876 2.3 0.4 2.3
N -1.541229 -0.107982 -0.233011 -4.0 -0.5 -2.7
O 0.974712 2.172678 -0.458885 0.0 0.7 -0.3
S -3.567668 -2.504449 2.143988 -0.8 -1.3 0.2
H -2.707267 -0.419797 2.131954 -0.3 1.5 0.5
H 1.151904 0.539738 -1.729786 -0.6 -0.4 -0.1
H 2.159405 0.674123 -0.322576 1.5 -1.5 1.1
H 2.450232 1.559082 -1.801749 1.7 1.6 -0.9
H -3.155234 -3.391496 1.234884 -0.1 -0.3 -0.1
```
Forces are in eV/Å.

Atomic partial charges in e from the Löwdin method, atoms 1 to 4: -0.6611 -0.1316 -0.0417 -0.0374

***

# 5
Entry from the Open Molecules 2025 dataset: one molecule with the formula C3H5N3OS in a non-equilibrium geometry (ωB97M-V/def2-TZVPD).

The SMILES is [H]/N=C/N(/C=N/[H])OC=S. The lowest unoccupied orbital energy is -0.796 eV. As for the net charge: 0. As for the spin multiplicity: 1. For the frontier orbital gap, the calculation gives 8.60 eV.

Structure (XYZ):
```
13
Properties=species:S:1:pos:R:3:forces:R:3
H -1.515189 2.881938 0.189633 -1.2 -3.0 -0.6
N -1.675384 1.765084 0.076032 3.7 3.3 -0.4
C -0.466966 1.436182 -0.286222 -1.5 -1.4 1.4
N -0.106207 0.008102 -0.128102 -0.2 -0.5 0.4
C -0.787845 -1.238761 -0.080656 -4.9 0.6 -0.4
N -2.176300 -1.133798 -0.349492 5.7 -5.4 2.4
H -2.490409 -2.236152 -0.120674 0.7 3.6 -0.9
O 1.153655 -0.283546 -0.557489 3.0 0.7 -0.7
C 2.196796 -0.342050 0.354718 -0.1 -0.4 0.6
S 3.699547 0.181802 -0.236488 -2.9 -1.4 1.9
H 0.426680 2.121769 -0.554211 -1.4 -1.5 0.4
H 0.015960 -2.244555 0.255784 -2.9 3.3 -1.2
H 1.725661 -0.916013 1.437165 2.0 2.1 -3.0
```
Forces are in eV/Å.

Atomic partial charges in e from the Löwdin method, atoms 1 to 4: 0.1060 0.0658 -0.1878 -0.1632

***

# 6
Entry from the Open Molecules 2025 dataset: one molecule with the formula C3H5N3S in a non-equilibrium geometry (ωB97M-V/def2-TZVPD).

The SMILES is Nc1c[nH]c(=S)[nH]1. The lowest unoccupied orbital energy is 0.559 eV. As for the net charge: 0. As for the spin multiplicity: 1. For the frontier orbital gap, the calculation gives 7.95 eV.

Structure (XYZ):
```
12
Properties=species:S:1:pos:R:3:forces:R:3
N 2.717448 -0.757431 -0.051883 1.2 0.3 0.6
C 1.508235 -0.073887 0.004093 -1.0 0.9 -0.7
C 1.118428 1.237488 -0.016233 1.2 -0.5 0.5
N -0.264240 1.263907 0.058306 0.8 -1.7 -0.3
C -0.752798 -0.008881 -0.001613 -1.1 0.5 0.0
S -2.393012 -0.354835 0.009774 0.3 -0.3 -0.1
N 0.328897 -0.816668 -0.075954 0.2 -1.0 0.6
H 3.509427 -0.130626 -0.272475 -0.8 -0.6 0.2
H 2.921291 -1.224018 0.847373 -0.1 0.3 -0.7
H 1.737146 2.121151 0.049310 -0.2 -0.1 0.0
H -0.880386 2.003032 -0.140498 -0.6 1.0 -0.1
H 0.282776 -1.849162 -0.070866 -0.1 1.2 -0.1
```
Forces are in eV/Å.

Atomic partial charges in e from the Löwdin method, atoms 1 to 4: 0.0832 -0.3670 -0.0477 0.0394

***

# 7
Entry from the Open Molecules 2025 dataset: one molecule with the formula C3H5N3S in a non-equilibrium geometry (ωB97M-V/def2-TZVPD).

The SMILES is N=S1(=N)C=CN=C1. The lowest unoccupied orbital energy is -0.461 eV. As for the net charge: 0. As for the spin multiplicity: 1. For the frontier orbital gap, the calculation gives 8.86 eV.

Structure (XYZ):
```
12
Properties=species:S:1:pos:R:3:forces:R:3
N 1.599975 0.369345 -1.304648 -0.6 0.9 -0.9
S 0.774710 0.015720 -0.112902 1.2 0.1 -0.9
N 1.561209 -0.441693 1.082269 0.5 0.1 1.6
C -0.580671 1.279587 0.094429 1.3 -2.0 -0.9
C -1.692252 0.613065 -0.096164 -1.8 -0.4 0.7
N -1.586413 -0.826439 -0.052858 -1.2 -0.9 0.0
C -0.439561 -1.313084 -0.196973 0.0 0.5 0.6
H 2.583117 0.139224 -1.415606 -0.5 -0.2 0.6
H 0.928617 -0.751342 1.810372 0.1 -0.1 0.5
H -0.293134 2.285596 0.120625 0.1 1.2 0.0
H -2.761472 0.959803 -0.074979 1.4 -0.1 -0.3
H -0.094123 -2.329784 0.146437 -0.6 1.0 -0.9
```
Forces are in eV/Å.

Atomic partial charges in e from the Löwdin method, atoms 1 to 4: -0.2445 0.6527 -0.2521 -0.1060

***

# 8
Entry from the Open Molecules 2025 dataset: one molecule with the formula C3H5N3S in a non-equilibrium geometry (ωB97M-V/def2-TZVPD).

The SMILES is Nn1nccc1S. The lowest unoccupied orbital energy is 0.804 eV. As for the net charge: 0. As for the spin multiplicity: 1. For the frontier orbital gap, the calculation gives 9.31 eV.

Structure (XYZ):
```
12
Properties=species:S:1:pos:R:3:forces:R:3
N 0.268854 2.046712 0.007368 0.1 -0.1 0.0
N -0.174797 0.737188 -0.009452 0.0 -0.5 0.1
N -1.487122 0.419016 0.001477 0.5 -0.9 -0.1
C -1.478037 -0.919650 0.001724 -0.3 0.7 0.0
C -0.170312 -1.447752 0.009477 -0.3 -0.3 -0.1
C 0.650577 -0.340573 -0.000621 -0.4 0.3 0.0
S 2.384049 -0.110436 0.001340 0.1 -0.6 0.0
H -0.142122 2.502258 0.806227 0.0 0.1 0.4
H -0.120459 2.496636 -0.801071 0.0 0.3 -0.5
H -2.436508 -1.434140 -0.012736 0.4 0.0 0.0
H 0.091572 -2.500336 0.004380 0.1 0.4 0.0
H 2.614300 -1.448918 -0.008112 0.0 0.5 0.0
```
Forces are in eV/Å.

Atomic partial charges in e from the Löwdin method, atoms 1 to 4: 0.0923 -0.2896 0.0670 -0.1691

***

# 9
Entry from the Open Molecules 2025 dataset: one molecule with the formula C3H5N3S in a non-equilibrium geometry (ωB97M-V/def2-TZVPD).

The SMILES is [H]/N=C1/CN(S)C=N1. The lowest unoccupied orbital energy is 0.481 eV. As for the net charge: 0. As for the spin multiplicity: 1. For the frontier orbital gap, the calculation gives 9.52 eV.

Structure (XYZ):
```
12
Properties=species:S:1:pos:R:3:forces:R:3
H -3.445309 0.097160 -0.005320 -0.4 0.6 0.0
N -2.784049 -0.652980 0.011202 -0.6 -1.7 0.0
C -1.622216 -0.212951 -0.003830 0.0 1.6 -0.3
C -0.361762 -0.987646 -0.020514 1.0 -0.5 0.3
N 0.652171 0.069146 0.076687 -0.1 -0.6 0.1
S 2.299944 -0.186442 -0.095877 0.2 0.1 -0.3
C -0.009155 1.256270 0.017788 -2.3 -1.4 0.2
N -1.318525 1.171196 -0.020744 2.0 0.7 0.0
H -0.291860 -1.673112 0.814022 0.0 -0.1 0.3
H -0.198272 -1.564042 -0.918984 -0.2 -0.2 -0.4
H 2.675931 -0.447370 1.172549 -0.3 0.1 0.1
H 0.572024 2.124865 0.041088 0.5 1.4 -0.1
```
Forces are in eV/Å.

Atomic partial charges in e from the Löwdin method, atoms 1 to 4: 0.0441 0.1459 -0.4729 -0.1321

***

# 10
Entry from the Open Molecules 2025 dataset: one molecule with the formula C3H5N3S (ωB97M-V/def2-TZVPD).

The SMILES is CC1=NSC=NN1. The lowest unoccupied orbital energy is 0.764 eV. As for the net charge: 0. As for the spin multiplicity: 1. For the frontier orbital gap, the calculation gives 9.02 eV.

Structure (XYZ):
```
12
Properties=species:S:1:pos:R:3:forces:R:3
C 2.344710 -0.748425 -0.651834 0.8 0.1 -0.6
C 1.009985 -0.208144 -0.283612 -0.6 0.2 0.6
N 0.765000 0.119560 0.926045 -0.2 0.0 -0.3
S -0.789283 0.820632 1.225203 0.3 -0.2 -0.3
C -1.722299 -0.096097 0.049245 0.5 0.1 -0.3
N -1.242399 -0.488480 -1.063792 -0.7 0.0 0.6
N 0.062529 -0.103673 -1.314931 0.5 0.4 0.7
H 2.756189 -0.172588 -1.512989 -0.3 -0.4 0.5
H 2.305765 -1.808428 -0.949047 -0.1 0.3 0.1
H 3.034822 -0.628711 0.185615 -0.2 -0.1 -0.1
H -2.728640 -0.369420 0.315290 -0.2 -0.1 -0.1
H 0.370089 -0.526811 -2.156163 0.2 -0.3 -0.8
```
Forces are in eV/Å.

Atomic partial charges in e from the Löwdin method, atoms 1 to 4: -0.0316 -0.5134 -0.2410 0.8709

***

Going through the records in order, we get DFT total energy values of -20542.9551 -20544.1719 -20543.6711 -20538.6706 -20538.1365 -18497.8189 -18492.4649 -18496.2103 -18496.6242 -18496.2704 eV.
Going through the records in order, we get energy relative to the best compared isomer or geometry (same formula, charge and spin) values of 260.9 143.5 191.8 674.3 725.8 7.6 524.2 162.8 122.9 157.0 kJ/mol.